# 1
This record from the Open Molecules 2025 dataset describes a molecular structure, C28H56Al2Br2ClN5O10P in a non-equilibrium geometry. The level of theory is ωB97M-V/def2-TZVPD.

Output
frontier orbital gap: 1.461 eV
strongest force on any atom: 0.072 Eh/bohr
total charge: +1
E_HOMO: -8.1 eV
energy above the lowest of the compared OMol25 structures with the same formula, charge and spin: 0.00 kJ/mol
LUMO level: -6.7 eV
calculated total energy: -232937.468 eV

CARTESIAN COORDINATES (ANGSTROEM)
C  5.14  3.18  0.98
C  4.90  2.37  -0.26
O  4.03  2.67  -1.03
O  5.70  1.30  -0.51
C  5.22  0.09  0.11
C  4.72  -0.87  -0.95
C  3.84  -1.95  -0.29
C  2.42  -1.41  -0.03
C  1.66  -2.29  0.98
C  1.05  -1.65  2.22
N  2.03  -0.83  2.99
C  2.29  0.34  2.68
O  2.52  1.41  2.40
C  0.83  -2.88  3.22
N  0.29  -2.47  4.54
C  -0.99  -1.79  4.28
C  -0.90  -0.59  3.34
C  -2.25  0.11  3.33
C  -3.52  -0.79  3.38
C  -4.59  -0.23  2.43
C  -5.55  -1.32  1.90
N  -5.86  -1.03  0.48
C  -6.59  -2.13  -0.16
C  -6.54  0.22  0.39
C  -5.81  1.40  -0.21
O  -7.68  0.37  0.75
N  -0.32  -1.02  2.01
O  -1.08  -2.14  1.59
C  -0.37  0.00  0.90
C  -0.78  -0.53  -0.49
C  -2.28  -0.49  -0.71
Br  0.05  0.80  -1.73
H  4.26  3.79  1.14
H  5.98  3.85  0.83
H  5.33  2.57  1.86
H  6.08  -0.35  0.61
H  4.45  0.33  0.84
H  5.59  -1.36  -1.38
H  4.13  -0.36  -1.71
H  3.79  -2.80  -0.95
H  4.32  -2.21  0.65
H  1.92  -1.50  -0.99
H  2.48  -0.35  0.18
H  2.38  -3.01  1.36
H  0.94  -2.90  0.45
H  0.35  -3.72  2.75
H  1.89  -3.26  3.40
H  0.93  -1.90  5.13
H  -1.31  -1.37  5.24
H  -1.67  -2.55  3.94
H  -0.22  0.09  3.85
H  -2.41  0.84  2.54
H  -2.27  0.69  4.24
H  -3.35  -1.82  3.06
H  -3.96  -0.78  4.37
H  -5.19  0.50  2.97
H  -4.14  0.20  1.54
H  -6.49  -1.28  2.44
H  -5.09  -2.31  1.93
H  -7.50  -1.75  -0.63
H  -6.01  -2.57  -0.96
H  -6.91  -2.87  0.57
H  -6.17  1.54  -1.23
H  -4.74  1.24  -0.25
H  -6.04  2.29  0.36
H  -2.02  -1.87  1.58
H  0.60  0.47  0.73
H  -1.03  0.83  1.11
H  -0.32  -1.46  -0.76
H  -2.52  -0.47  -1.76
H  -2.71  -1.42  -0.33
H  -2.74  0.33  -0.17
Br  -1.12  -0.13  -3.89
O  -7.76  2.99  2.25
H  -7.65  2.25  1.64
Al  2.68  -2.20  4.38
O  -0.72  -3.48  8.32
P  -2.11  -3.60  7.56
O  -1.99  -4.60  6.42
O  -2.49  -2.25  6.98
O  -3.17  -4.07  8.53
Al  0.65  -4.52  8.77
C  3.24  3.82  -8.01
C  2.82  3.76  -6.55
N  1.96  2.66  -6.13
C  1.38  2.90  -4.80
C  2.35  2.94  -3.61
C  2.35  1.37  -6.34
C  3.74  0.93  -5.89
H  2.39  3.78  -8.68
H  3.77  4.75  -8.18
H  3.92  3.01  -8.28
H  2.27  4.68  -6.35
H  3.73  3.80  -5.93
H  0.62  2.13  -4.62
H  0.84  3.84  -4.84
H  2.70  1.95  -3.34
H  1.80  3.33  -2.75
H  3.20  3.59  -3.77
H  2.34  1.03  -7.61
H  1.57  0.71  -5.94
H  4.52  1.64  -6.16
H  4.00  -0.03  -6.33
H  3.74  0.80  -4.80
Cl  2.23  1.02  -9.13


# 2
This record from the Open Molecules 2025 dataset describes 7 unconnected molecules or ions with the total composition C28H56BrO12 in a non-equilibrium geometry. The level of theory is ωB97M-V/def2-TZVPD.

Output
frontier orbital gap: 2.673 eV
strongest force on any atom: 0.030 Eh/bohr
total charge: -1
E_HOMO: -1.1 eV
LUMO level: 1.6 eV
calculated total energy: -124554.921 eV

CARTESIAN COORDINATES (ANGSTROEM)
C  -4.82  2.82  0.64
C  -3.28  2.59  0.84
C  -2.54  2.38  -0.53
C  -2.37  3.66  -1.39
Br  -1.17  4.97  -0.41
H  -5.05  3.75  0.10
H  -5.26  2.87  1.66
H  -5.26  1.92  0.17
H  -3.20  1.61  1.39
H  -2.83  3.40  1.44
H  -3.13  1.61  -1.08
H  -1.56  1.91  -0.28
H  -3.34  4.20  -1.49
O  1.04  1.24  -0.15
C  0.95  0.18  -0.70
O  -0.26  -0.39  -0.85
C  -0.49  -1.57  -1.62
C  -0.20  -2.82  -0.83
C  2.18  -0.57  -1.14
H  0.07  -1.53  -2.56
H  -1.54  -1.55  -1.89
H  0.85  -2.87  -0.52
H  -0.43  -3.71  -1.41
H  -0.79  -2.84  0.08
H  2.61  -1.09  -0.29
H  2.90  0.15  -1.52
H  2.00  -1.28  -1.95
O  4.06  -4.49  0.31
C  4.85  -3.59  0.35
O  5.30  -3.04  -0.79
C  6.11  -1.86  -0.86
C  7.58  -2.18  -0.66
C  5.42  -3.11  1.66
H  5.75  -1.10  -0.16
H  5.97  -1.45  -1.86
H  7.77  -2.61  0.33
H  8.18  -1.29  -0.76
H  7.91  -2.92  -1.39
H  6.22  -3.78  1.96
H  4.62  -3.15  2.41
H  5.78  -2.09  1.64
O  -6.41  -0.72  -2.13
C  -7.43  -0.10  -2.03
O  -7.79  0.41  -0.84
C  -8.89  1.30  -0.65
C  -10.19  0.52  -0.50
C  -8.36  0.05  -3.21
H  -8.94  2.05  -1.43
H  -8.69  1.83  0.28
H  -10.42  -0.05  -1.41
H  -11.02  1.20  -0.30
H  -10.11  -0.20  0.31
H  -8.97  -0.85  -3.30
H  -7.76  0.17  -4.11
H  -9.01  0.92  -3.15
O  -5.95  5.11  3.37
C  -5.10  5.96  3.36
O  -4.64  6.44  2.21
C  -3.76  7.56  2.12
C  -2.31  7.18  2.33
C  -4.49  6.44  4.65
H  -4.08  8.35  2.80
H  -3.88  7.96  1.11
H  -2.15  6.76  3.33
H  -1.66  8.05  2.21
H  -1.99  6.42  1.61
H  -3.73  5.73  4.97
H  -5.27  6.49  5.41
H  -4.05  7.44  4.59
O  -3.05  -3.61  -0.45
C  -3.22  -4.75  -0.13
O  -2.16  -5.59  -0.09
C  -2.22  -6.92  0.42
C  -2.73  -7.89  -0.62
C  -4.60  -5.28  0.15
H  -2.80  -6.95  1.35
H  -1.20  -7.18  0.69
H  -3.75  -7.66  -0.93
H  -2.72  -8.91  -0.22
H  -2.11  -7.85  -1.51
H  -5.09  -5.51  -0.79
H  -5.16  -4.51  0.67
H  -4.61  -6.16  0.80
O  10.24  -1.58  -0.47
C  11.03  -0.68  -0.43
O  11.46  -0.14  -1.58
C  12.27  1.04  -1.65
C  13.74  0.72  -1.46
C  11.60  -0.19  0.88
H  11.92  1.80  -0.95
H  12.12  1.45  -2.65
H  13.93  0.29  -0.48
H  14.35  1.62  -1.57
H  14.06  -0.02  -2.20
H  12.41  -0.86  1.18
H  10.81  -0.22  1.62
H  11.96  0.83  0.85


# 3
This record from the Open Molecules 2025 dataset describes 7 unconnected molecules or ions with the total composition C28H56O14 in a non-equilibrium geometry. The level of theory is ωB97M-V/def2-TZVPD.

Output
SMILES: CCOC(C)=O.CCOC(C)=O.CCOC(C)=O.CCOC(C)=O.CCOC(C)=O.CCOC(C)=O.CCOC(C)=O
frontier orbital gap: 9.699 eV
strongest force on any atom: 0.350 Eh/bohr
total charge: 0
E_HOMO: -9.3 eV
energy above the lowest of the compared OMol25 structures with the same formula, charge and spin: 1525.88 kJ/mol
LUMO level: 0.4 eV
calculated total energy: -58594.738 eV

CARTESIAN COORDINATES (ANGSTROEM)
O  2.78  2.96  1.45
C  3.11  3.81  0.67
O  4.09  3.55  -0.18
C  4.91  2.38  -0.19
C  6.24  2.81  -0.83
C  2.46  5.13  0.42
H  4.39  1.49  -0.65
H  5.26  2.19  0.66
H  6.44  3.72  -0.50
H  6.09  2.91  -1.89
H  7.06  2.03  -0.57
H  1.68  5.18  1.18
H  2.04  5.19  -0.71
H  3.12  5.96  0.60
O  -0.58  -3.85  -5.20
C  0.18  -3.87  -4.31
O  0.78  -2.69  -3.79
C  0.29  -1.39  -4.17
C  1.47  -0.56  -4.34
C  0.97  -5.07  -3.76
H  -0.46  -1.04  -3.42
H  -0.35  -1.49  -4.96
H  0.97  0.51  -4.45
H  2.15  -1.06  -5.02
H  2.07  -0.54  -3.45
H  0.74  -6.19  -4.08
H  1.01  -5.19  -2.61
H  2.06  -5.16  -4.08
O  -4.42  -4.47  -2.95
C  -3.49  -3.81  -2.45
O  -3.58  -2.54  -2.11
C  -4.74  -1.81  -2.35
C  -4.53  -0.35  -2.14
C  -2.14  -4.47  -1.88
H  -5.54  -2.37  -1.58
H  -5.31  -1.74  -3.17
H  -5.50  0.06  -2.29
H  -3.64  0.40  -2.65
H  -4.39  -0.31  -1.08
H  -2.35  -5.04  -0.90
H  -1.31  -3.77  -1.65
H  -1.71  -5.29  -2.47
O  -1.14  -0.80  4.70
C  -0.32  -0.16  5.30
O  0.80  0.25  4.81
C  1.29  -0.21  3.44
C  2.74  -0.16  3.22
C  -0.56  0.50  6.64
H  0.69  0.72  2.82
H  0.92  -1.25  3.43
H  3.49  -0.44  4.10
H  2.94  0.73  2.83
H  3.14  -0.97  2.45
H  0.16  0.15  7.49
H  -1.65  0.51  6.79
H  -0.23  1.48  6.62
O  -3.31  -3.84  1.37
C  -2.22  -3.77  1.98
O  -1.54  -2.75  2.20
C  -1.87  -1.56  1.48
C  -0.88  -0.47  1.42
C  -1.48  -5.00  2.48
H  -2.73  -1.20  1.83
H  -2.39  -1.75  0.48
H  0.18  -0.72  1.05
H  -0.66  0.02  2.44
H  -1.45  0.29  0.90
H  -1.77  -5.06  3.57
H  -0.66  -5.02  2.23
H  -1.98  -5.90  2.08
O  2.61  -0.43  -0.85
C  1.52  -0.16  -0.71
O  0.53  -1.18  -0.46
C  0.91  -2.42  -0.26
C  -0.33  -3.32  -0.34
C  0.82  1.28  -0.46
H  1.34  -2.59  0.70
H  1.65  -2.61  -0.90
H  -0.99  -2.96  -1.24
H  -1.05  -3.38  0.48
H  -0.31  -4.40  -0.40
H  0.07  1.30  -1.04
H  1.61  1.89  -0.57
H  0.74  1.26  0.55
O  -0.87  4.90  -1.86
C  -0.91  5.86  -1.13
O  -1.37  5.85  0.16
C  -1.46  4.56  0.76
C  -1.82  4.75  2.31
C  -0.51  7.22  -1.45
H  -0.69  3.86  0.69
H  -2.30  4.13  0.22
H  -2.03  3.86  2.84
H  -2.63  5.36  2.44
H  -0.92  5.26  2.80
H  -1.34  7.53  -2.17
H  0.45  7.08  -1.87
H  -0.47  7.70  -0.55


# 4
This record from the Open Molecules 2025 dataset describes 7 unconnected molecules or ions with the total composition C28H56O14S7 in a non-equilibrium geometry. The level of theory is ωB97M-V/def2-TZVPD.

Output
SMILES: O=S1(=O)CCCC1.O=S1(=O)CCCC1.O=S1(=O)CCCC1.O=S1(=O)CCCC1.O=S1(=O)CCCC1.O=S1(=O)CCCC1.O=S1(=O)CCCC1
frontier orbital gap: 10.391 eV
strongest force on any atom: 0.051 Eh/bohr
total charge: 0
E_HOMO: -10.1 eV
energy above the lowest of the compared OMol25 structures with the same formula, charge and spin: 160.15 kJ/mol
LUMO level: 0.3 eV
calculated total energy: -134452.262 eV

CARTESIAN COORDINATES (ANGSTROEM)
C  -2.46  -3.88  2.12
C  -2.71  -3.10  3.39
C  -4.05  -2.46  3.26
S  -4.16  -1.86  1.61
O  -3.53  -0.60  1.62
O  -5.49  -1.97  1.07
C  -3.01  -3.11  0.95
H  -3.04  -4.80  2.18
H  -1.40  -4.12  2.05
H  -1.83  -2.38  3.42
H  -2.76  -3.72  4.26
H  -4.18  -1.64  3.89
H  -4.88  -3.17  3.35
H  -2.20  -2.56  0.46
H  -3.46  -3.76  0.20
C  -0.56  -1.26  -2.65
C  -1.48  -0.33  -1.79
C  -0.75  0.01  -0.45
S  0.41  -1.36  -0.21
O  0.17  -2.26  0.92
O  1.78  -0.89  -0.27
C  0.04  -2.27  -1.73
H  0.26  -0.67  -3.14
H  -1.01  -1.82  -3.44
H  -2.41  -0.79  -1.51
H  -1.71  0.54  -2.40
H  -1.38  0.01  0.42
H  -0.18  0.93  -0.38
H  -0.78  -2.94  -1.32
H  0.82  -2.89  -2.13
C  -1.26  3.32  -6.44
C  -2.86  3.18  -6.44
C  -3.26  1.81  -5.90
S  -1.89  0.76  -6.46
O  -2.06  0.58  -7.87
O  -1.79  -0.36  -5.55
C  -0.60  1.92  -6.12
H  -0.79  4.00  -5.74
H  -0.88  3.48  -7.45
H  -3.21  3.25  -7.49
H  -3.34  3.98  -5.91
H  -4.15  1.41  -6.34
H  -3.23  1.67  -4.79
H  0.24  1.70  -6.83
H  -0.38  1.75  -5.06
C  -3.02  3.25  3.34
C  -3.53  4.63  2.71
C  -2.31  5.34  2.10
S  -1.02  4.07  1.98
O  -0.20  4.26  3.16
O  -0.49  4.00  0.64
C  -2.16  2.69  2.22
H  -3.90  2.60  3.50
H  -2.55  3.21  4.33
H  -4.09  5.13  3.45
H  -4.29  4.34  1.90
H  -1.90  6.07  2.71
H  -2.49  5.67  1.09
H  -1.50  1.80  2.35
H  -2.59  2.65  1.24
C  4.23  2.13  -1.97
C  3.64  3.04  -0.79
C  2.18  2.83  -0.69
S  1.65  2.58  -2.37
O  1.82  3.85  -3.06
O  0.42  1.80  -2.42
C  3.02  1.46  -2.66
H  4.89  1.36  -1.56
H  4.90  2.68  -2.61
H  3.72  4.06  -1.11
H  4.14  3.05  0.17
H  1.60  3.69  -0.39
H  1.93  1.89  -0.23
H  3.17  1.10  -3.68
H  2.69  0.59  -2.14
C  3.71  -0.44  3.01
C  3.78  0.91  3.79
C  2.57  1.73  3.35
S  1.21  0.50  3.22
O  0.31  0.79  2.10
O  0.64  0.40  4.58
C  2.26  -0.97  2.97
H  4.39  -1.20  3.48
H  4.11  -0.30  2.01
H  4.62  1.52  3.48
H  3.81  0.67  4.87
H  2.75  2.19  2.33
H  2.26  2.58  3.99
H  1.88  -1.32  1.97
H  1.94  -1.66  3.75
C  2.04  -4.67  2.64
C  3.42  -4.23  1.96
C  3.16  -4.22  0.45
S  2.03  -5.73  0.09
O  2.91  -6.84  -0.23
O  0.90  -5.34  -0.75
C  1.67  -5.91  1.87
H  1.30  -3.89  2.52
H  2.13  -4.86  3.71
H  4.16  -4.97  2.16
H  3.83  -3.28  2.23
H  4.01  -4.36  -0.26
H  2.73  -3.27  0.06
H  2.31  -6.72  2.13
H  0.63  -6.23  1.95